Record 1
Entry from OMol25: 14 unconnected molecules or ions with the total composition C17H62N2O14 in a non-equilibrium geometry (the ωB97M-V functional and the def2-TZVPD basis).

Calculated values
net charge = 0
HOMO = -9.12 eV
energy relative to the best compared isomer or geometry (same formula, charge and spin) = 0.00 kcal per mole
largest force on an atom = 5.5 eV/Å

Atoms and positions in Å:
C: 3.3769 -3.1728 -2.3751
C: 2.6150 -1.8413 -1.9504
O: 2.9929 -1.3697 -0.7155
H: 4.3855 -3.0941 -2.8491
H: 2.6724 -3.7282 -2.9624
H: 3.6078 -3.7985 -1.5200
H: 1.5632 -2.0184 -1.8469
H: 2.7716 -1.0715 -2.7261
H: 2.3577 -1.7835 -0.1297
C: 1.9050 0.7561 3.0117
C: 2.7171 -0.2798 2.2669
O: 3.9568 -0.6431 2.9215
H: 1.6500 0.3650 4.0059
H: 0.9949 1.0252 2.5196
H: 2.4747 1.6347 3.0563
H: 2.9069 0.1276 1.3184
H: 2.0426 -1.0844 2.1412
H: 4.6910 -0.2266 2.4386
C: 3.1627 1.5684 -2.4785
C: 3.4047 3.1183 -2.6785
O: 3.8067 3.3998 -4.0267
H: 3.0933 1.2738 -1.3508
H: 4.0365 1.0346 -2.8935
H: 2.2524 1.2748 -2.9889
H: 4.0931 3.3995 -1.9170
H: 2.4789 3.4683 -2.4632
H: 3.0242 3.6932 -4.5365
C: 1.2218 -4.0406 1.1470
O: 1.1287 -2.7357 0.8098
N: 0.2088 -4.8418 1.4047
N: 2.3659 -4.6708 1.1604
H: -0.7123 -4.4167 1.3669
H: 0.3166 -5.8417 1.6458
H: 3.1653 -4.0568 0.8853
H: 2.4971 -5.7375 1.2139
C: -2.1654 -2.7683 0.8476
O: -2.4286 -4.1129 1.0435
H: -1.6274 -2.4552 -0.0707
H: -1.5878 -2.3944 1.6518
H: -3.1198 -2.1819 0.8487
H: -2.7828 -4.4050 0.1961
C: 0.0995 0.4077 0.0271
O: -1.0756 -0.0866 -0.5847
H: -0.0599 1.4443 0.5183
H: 0.9151 0.3682 -0.6951
H: 0.3111 -0.2416 0.8791
H: -1.6256 -0.4452 0.1227
C: -0.1186 -2.2303 4.0052
O: 1.0787 -2.5295 4.7129
H: -0.3532 -3.1127 3.4214
H: 0.1250 -1.3716 3.3825
H: -0.9387 -2.1485 4.6992
H: 1.6282 -2.9417 4.0439
C: -3.4531 -0.1200 3.1381
O: -2.6496 0.1379 2.0297
H: -4.3031 0.5711 3.2016
H: -2.9075 -0.0488 4.0777
H: -3.9100 -1.0987 3.0726
H: -2.4921 1.0807 1.9438
C: -1.4317 -0.0103 -3.8842
O: -0.2571 0.1025 -3.1424
H: -1.2888 0.3062 -4.8848
H: -2.2259 0.4782 -3.3022
H: -1.6894 -1.0669 -4.0025
H: -0.6002 0.0126 -2.2395
C: -3.7053 1.5324 -0.7880
O: -2.6619 2.3107 -1.2841
H: -4.3622 1.3233 -1.6488
H: -4.2964 2.0128 -0.0126
H: -3.3718 0.5825 -0.4635
H: -3.1120 3.0633 -1.7147
C: 1.7135 3.8928 1.3477
O: 2.2484 3.1581 0.2622
H: 2.5153 4.2146 2.0455
H: 0.8951 3.2949 1.8678
H: 1.2425 4.8553 0.9995
H: 1.5123 2.8861 -0.3367
C: -3.3746 -2.1515 -2.0901
O: -3.5987 -2.3765 -3.4636
H: -4.1482 -1.4709 -1.7932
H: -2.3779 -1.6770 -1.9367
H: -3.5389 -3.0507 -1.4935
H: -3.2592 -3.2149 -3.7557
C: -0.2484 4.2558 -1.8974
O: 0.1377 2.8838 -1.8330
H: 0.5052 4.9318 -2.2019
H: -0.5565 4.6181 -0.8898
H: -1.1539 4.3236 -2.4852
H: -0.5960 2.3115 -1.6790
C: -2.5162 4.0291 1.7594
O: -2.0793 2.7446 1.4615
H: -1.6835 4.6930 1.8518
H: -3.0350 4.0919 2.7092
H: -3.2075 4.4501 0.9982
H: -2.1789 2.6567 0.5025

Cartesian forces (eV/Å) of the 2 atoms listed first:
0.111 0.938 0.510
1.263 -0.952 -1.558

***

Record 2
Entry from OMol25: a molecular structure, C17H64F2InNO21S2 in a non-equilibrium geometry (the ωB97M-V functional and the def2-TZVPD basis).

Calculated values
net charge = 0
HOMO = -9.17 eV
largest force on an atom = 8.9 eV/Å

Atoms and positions in Å:
In: 13.7456 -14.1154 1.9149
O: 10.7017 -14.6367 2.7442
C: 10.7952 -16.0087 3.1632
C: 9.3820 -16.8184 3.2972
O: 8.1206 -16.1990 2.9232
H: 11.4613 -16.0361 4.0255
H: 11.4712 -16.5877 2.5340
H: 9.3076 -17.2691 4.2868
H: 9.4136 -17.7238 2.6910
N: 15.0268 -16.3668 3.1094
S: 16.0451 -16.7515 4.1892
O: 17.3663 -17.1865 3.7164
O: 15.4992 -17.1457 5.4956
F: 16.4119 -15.1948 4.3993
S: 14.7750 -18.0294 2.7932
O: 13.7403 -18.7767 3.5166
O: 15.8575 -18.8123 2.2646
F: 13.9797 -17.6917 1.4412
C: 12.0670 -21.1855 4.7251
O: 12.2105 -22.5689 4.3539
H: 12.0805 -20.5495 3.8400
H: 11.1077 -20.9780 5.1993
H: 12.8446 -20.8707 5.4210
H: 13.0337 -22.6387 3.8648
C: 15.6257 -16.0759 -0.8029
O: 14.7946 -14.9600 -0.8023
H: 15.0607 -16.8722 -1.2874
H: 16.4858 -15.9366 -1.4578
H: 16.0234 -16.4474 0.1415
H: 14.4680 -14.7636 -1.6834
C: 15.2302 -20.2024 -0.9877
O: 13.8686 -20.3673 -1.2874
H: 15.2215 -19.7966 0.0240
H: 15.7728 -21.1429 -0.8924
H: 15.7288 -19.5421 -1.6972
H: 13.7303 -21.0674 -1.9295
C: 16.1726 -20.0777 6.3553
O: 17.4152 -20.6925 6.4706
H: 16.0939 -19.6726 5.3464
H: 15.3476 -20.7732 6.5090
H: 16.0387 -19.2200 7.0144
H: 17.7017 -21.1773 5.6931
C: 11.9850 -17.8763 7.0631
O: 13.1125 -18.6849 6.8555
H: 11.1450 -18.1943 6.4455
H: 11.5783 -18.0008 8.0667
H: 12.0732 -16.7946 6.9620
H: 13.7866 -18.1694 6.4066
C: 18.4878 -20.6443 3.4655
O: 18.6046 -21.7851 4.2492
H: 17.8374 -20.8951 2.6276
H: 17.9861 -19.8986 4.0823
H: 19.4030 -20.1086 3.2133
H: 18.7476 -22.5042 3.6295
C: 11.5896 -20.2340 1.3588
O: 11.4281 -20.0751 -0.0756
H: 11.8947 -19.2916 1.8135
H: 10.6945 -20.6573 1.8146
H: 12.3564 -20.9619 1.6241
H: 12.3049 -20.0434 -0.4653
C: 15.0523 -22.2997 1.9430
O: 14.5394 -23.2166 2.8828
H: 15.9459 -22.6832 1.4505
H: 14.3085 -22.2132 1.1509
H: 15.1630 -21.3126 2.3917
H: 14.3777 -24.0586 2.4510
C: 20.6391 -16.2702 3.6028
O: 21.7234 -15.9422 2.7781
H: 20.1988 -15.3511 3.9894
H: 19.8402 -16.8265 3.1124
H: 20.9630 -16.7715 4.5149
H: 21.5881 -15.1366 2.2738
C: 12.3523 -13.4182 5.8347
O: 13.4062 -14.0263 5.1532
H: 11.7638 -14.2269 6.2681
H: 12.8620 -12.6745 6.4472
H: 11.6617 -12.7940 5.2677
H: 14.0069 -14.4363 5.7798
C: 19.0050 -17.1353 6.7114
O: 18.1684 -16.0069 6.8277
H: 20.0675 -16.8961 6.7551
H: 18.8254 -17.7871 7.5664
H: 18.7927 -17.7457 5.8336
H: 18.3156 -15.5148 7.6387
C: 18.5942 -18.7355 0.3265
O: 18.9568 -18.6057 -1.0226
H: 18.9647 -19.6808 0.7229
H: 18.9829 -17.9492 0.9736
H: 17.5083 -18.8202 0.3684
H: 18.7788 -19.4448 -1.4539
C: 15.8414 -13.8726 7.8707
O: 15.2614 -14.8793 7.0259
H: 16.5246 -13.2558 7.2868
H: 15.0072 -13.2776 8.2426
H: 16.4105 -14.2488 8.7208
H: 15.9336 -15.5132 6.7656
C: 17.9818 -14.6112 1.1639
O: 16.7289 -13.9601 1.2952
H: 18.2293 -14.7776 0.1155
H: 18.7499 -14.0378 1.6828
H: 17.9225 -15.6038 1.6105
H: 16.6702 -13.2408 0.6622
C: 16.2059 -11.6937 4.4347
O: 15.4144 -11.9106 3.3283
H: 16.0579 -12.5813 5.0498
H: 17.2352 -11.6659 4.0773
H: 15.9127 -10.7765 4.9455
H: 15.7162 -11.2788 2.6716

Cartesian forces (eV/Å) of the 2 atoms listed first:
0.301 0.002 0.488
0.221 -4.395 1.028

***

Record 3
Entry from OMol25: a molecular structure, C17H66AlO17 in a non-equilibrium geometry (the ωB97M-V functional and the def2-TZVPD basis).

Calculated values
net charge = +1
HOMO = -11.67 eV
largest force on an atom = 4.3 eV/Å

Atoms and positions in Å:
Al: 3.8664 -0.9003 0.5756
C: 3.4743 2.8941 -1.1104
O: 4.3498 2.1118 -0.3540
H: 2.4725 2.9036 -0.6810
H: 3.7751 3.9401 -1.1696
H: 3.3414 2.5515 -2.1366
C: -0.1715 0.3843 -0.1914
O: 1.0375 -0.3386 -0.2804
H: -0.4152 0.8802 -1.1310
H: -1.1092 -0.1714 -0.2014
H: -0.2284 1.1557 0.5765
C: -2.8169 5.2435 3.6692
O: -1.7122 4.4820 4.1048
H: -2.4059 6.1652 3.2573
H: -3.3105 4.5617 2.9766
H: -3.5417 5.5263 4.4326
H: -1.0477 4.6355 3.4292
C: -1.3351 -1.0687 5.8702
O: -0.3088 -1.5919 6.7054
H: -1.2009 -1.3051 4.8147
H: -2.2801 -1.5147 6.1802
H: -1.4514 -0.0121 6.1111
H: -0.3558 -2.5457 6.8045
C: -3.7271 -2.5894 1.3794
O: -2.4858 -3.2491 1.7505
H: -3.5605 -1.6373 0.8754
H: -4.1618 -3.1857 0.5772
H: -4.2836 -2.3521 2.2861
H: -1.9158 -3.0820 0.9963
C: 3.1045 -4.9736 1.3583
O: 4.1529 -4.0673 1.2426
H: 3.0074 -5.8446 0.7102
H: 3.3935 -5.5605 2.2302
H: 2.1231 -4.5122 1.4682
H: 4.8902 -4.6517 1.4340
C: 5.1531 -0.6239 -3.3502
O: 5.1768 -0.0765 -2.0592
H: 5.6634 0.2417 -3.7726
H: 5.9154 -1.3554 -3.6182
H: 4.2243 -0.6227 -3.9207
H: 5.3575 0.8663 -2.0639
C: -2.3762 -0.2538 -3.6848
O: -2.2967 -1.4696 -4.4522
H: -2.5977 -0.5889 -2.6715
H: -1.4847 0.3605 -3.5582
H: -3.1911 0.3732 -4.0465
H: -3.1553 -1.6707 -4.8317
C: -0.8667 4.6459 0.6914
O: -0.0235 4.8142 1.8653
H: -0.3517 4.3367 -0.2181
H: -1.7248 3.9757 0.7439
H: -1.2931 5.6244 0.4704
H: 0.3729 5.6716 1.6941
C: 1.9225 2.2406 2.8369
O: 3.0021 1.2592 2.7673
H: 1.3255 1.9933 3.7147
H: 2.2556 3.2735 2.9390
H: 1.2442 2.2760 1.9844
H: 3.6625 1.6334 3.3550
C: 1.2298 -0.1735 -3.7167
O: 1.2776 1.0964 -3.1650
H: 1.1001 -0.1298 -4.7981
H: 2.1209 -0.7644 -3.5047
H: 0.3738 -0.6999 -3.2944
H: 1.0098 0.9854 -2.2498
C: 1.1271 3.7584 -4.9407
O: 0.7946 2.4752 -5.4311
H: 0.6225 3.8545 -3.9794
H: 2.1510 4.0648 -4.7263
H: 0.7301 4.4611 -5.6732
H: 0.9297 1.8225 -4.7403
C: 0.8488 -1.8172 3.2906
O: 2.1639 -1.9586 2.7623
H: 1.0717 -1.6719 4.3476
H: 0.4712 -0.8564 2.9409
H: 0.1518 -2.6470 3.1737
H: 2.5831 -2.6531 3.2755
C: -3.0244 1.2361 2.3306
O: -4.1158 1.4850 3.0880
H: -2.2379 1.9644 2.5283
H: -2.6772 0.2138 2.4805
H: -3.4341 1.2940 1.3222
H: -3.7951 1.5174 3.9923
C: -1.4269 -3.2117 -1.5061
O: -0.6810 -3.0619 -0.3285
H: -1.1938 -2.3138 -2.0784
H: -1.0755 -4.0996 -2.0317
H: -2.4754 -3.3205 -1.2285
H: -0.3965 -2.1452 -0.3475
C: -5.4184 -1.3443 -2.2292
O: -6.1551 -0.2935 -2.8449
H: -4.9112 -1.9442 -2.9847
H: -4.6873 -0.9737 -1.5107
H: -6.0774 -1.8279 -1.5081
H: -6.2239 -0.4508 -3.7894
C: 2.0649 -3.4218 -2.2121
O: 3.1760 -3.1692 -1.4623
H: 1.3000 -2.7084 -1.9055
H: 2.2281 -3.4751 -3.2885
H: 1.6344 -4.3794 -1.9192
H: 3.7687 -3.9227 -1.5125

Cartesian forces (eV/Å) of the 2 atoms listed first:
-1.182 0.421 -0.304
0.072 -2.300 0.453